{
  "formula": "C5H14N2O",
  "method": "ωB97M-V with the def2-TZVPD basis set",
  "e_tot_ha": -383.56022,
  "e_lumo_ev": 1.1,
  "homo_ha": -0.3204,
  "smiles": "C/C=N/O.CCNC",
  "e_above_lowest_kcal_mol": 88.2,
  "species": ["C", "C", "N", "O", "H", "H", "H", "H", "H", "C", "C", "N", "C", "H", "H", "H", "H", "H", "H", "H", "H", "H"],
  "xyz": [[-0.2556, 2.1382, -0.0597], [1.1331, 1.6322, -0.2452], [1.9129, 1.6999, 0.7857], [3.2677, 1.4287, 0.4802], [-0.9306, 1.3007, -0.2434], [-0.5540, 2.8621, -0.8170], [-0.3711, 2.5860, 0.9235], [1.5382, 1.6203, -1.2600], [3.7503, 1.7130, 1.2667], [-2.5860, -0.9530, 0.1331], [-1.1796, -1.4225, 0.4429], [-0.0777, -0.7848, -0.4712], [1.1582, -1.5521, -0.3878], [-2.8289, -1.1012, -0.9184], [-3.3191, -1.5158, 0.7103], [-2.6852, 0.1052, 0.3592], [-1.1464, -2.5150, 0.3049], [-0.8868, -1.2180, 1.4739], [-0.3898, -0.7747, -1.4398], [1.5031, -1.5122, 0.6453], [1.0353, -2.6147, -0.6368], [1.9119, -1.1222, -1.0465]]
}



{
  "formula": "C6H6NO2P2",
  "method": "ωB97M-V with the def2-TZVPD basis set",
  "e_tot_ha": -1120.15904,
  "e_lumo_ev": 3.3,
  "homo_ha": -0.1304,
  "smiles": "CC(=C=O)/C=C\\C([O-])=P#P=N",
  "charge": -1,
  "e_above_lowest_kcal_mol": 28.9,
  "species": ["C", "C", "C", "O", "C", "C", "C", "O", "P", "P", "N", "H", "H", "H", "H", "H", "H"],
  "xyz": [[-0.8270, 1.7982, -2.1350], [-0.3857, 0.8162, -1.0534], [-0.7575, 1.1581, 0.1603], [-1.2495, 1.7228, 1.0647], [0.3115, -0.3568, -1.5263], [0.6638, -1.4764, -0.8822], [0.5058, -1.7969, 0.5470], [0.0813, -2.8946, 0.9053], [1.1401, -0.5591, 1.6772], [0.0465, -1.3602, 3.3172], [0.4668, -0.6328, 4.6441], [-1.5321, 1.3148, -2.8128], [0.0371, 2.1298, -2.7110], [-1.3080, 2.6705, -1.6984], [0.5136, -0.3125, -2.5935], [1.0874, -2.2868, -1.4687], [1.2057, 0.0656, 4.5655]]
}



{
  "formula": "C2H7N3S",
  "method": "ωB97M-V with the def2-TZVPD basis set",
  "e_tot_ha": -642.56040,
  "e_lumo_ev": 0.1,
  "homo_ha": -0.3279,
  "e_above_lowest_kcal_mol": 183.4,
  "species": ["C", "C", "H", "H", "H", "H", "H", "H", "H", "N", "N", "N", "S"],
  "xyz": [[0.3762, 1.2893, 0.7551], [0.6965, -0.9656, 0.2536], [-0.3597, 2.2226, 1.5413], [0.8244, 1.9973, -0.2869], [1.6372, 0.8940, 1.4775], [0.4117, 0.3524, -1.6756], [-1.1282, -0.0716, -1.6747], [1.6780, -0.9239, 0.6099], [-2.2325, -1.1016, -0.0201], [-0.2108, 0.2493, 0.3330], [-0.3757, 0.7249, -1.1670], [0.1624, -2.1982, -0.0099], [-1.4794, -2.4689, -0.1362]]
}



{
  "formula": "CH3O3S2",
  "method": "ωB97M-V with the def2-TZVPD basis set",
  "e_tot_ha": -1061.96848,
  "e_lumo_ev": [3.5, 1.6],
  "homo_ha": [-0.1878, -0.1144],
  "charge": -1,
  "e_above_lowest_kcal_mol": 63.7,
  "species": ["C", "O", "O", "O", "S", "S", "H", "H", "H"],
  "xyz": [[-0.2693, -1.5382, 0.6144], [1.5973, 2.0280, -0.9554], [-0.6782, 2.7585, -0.1976], [-0.3966, 0.9367, -1.8599], [0.4629, -0.8070, 2.0957], [0.1792, 1.7362, -0.7813], [0.8129, -1.8241, 0.1304], [-0.8950, -0.8023, -0.0075], [-0.8132, -2.4878, 0.9612]]
}



{
  "formula": "C4H10NS",
  "method": "ωB97M-V with the def2-TZVPD basis set",
  "e_tot_ha": -611.00894,
  "e_lumo_ev": -3.3,
  "homo_ha": -0.5220,
  "smiles": "C[NH2+]C1(S)CC1",
  "charge": 1,
  "e_above_lowest_kcal_mol": 59.2,
  "species": ["C", "N", "C", "S", "C", "C", "H", "H", "H", "H", "H", "H", "H", "H", "H", "H"],
  "xyz": [[-1.3074, -1.5407, 0.6555], [-1.0689, -0.1141, 0.4366], [0.5249, 0.2587, 0.0191], [1.6632, -0.7167, 0.9579], [0.7639, 0.7919, -1.3974], [0.6162, 1.7591, -0.2114], [-2.1287, -1.9236, 1.3456], [-1.3577, -2.0711, -0.3847], [-0.2896, -1.8644, 1.1063], [-0.9544, 0.5124, 1.3503], [-1.6812, 0.3516, -0.1730], [2.1155, -1.6240, -0.0006], [0.0359, 0.7720, -2.2011], [1.7721, 0.5972, -1.6543], [1.4440, 2.3022, 0.1512], [-0.1477, 2.5095, -0.0001]]
}



{
  "formula": "C5H12N2O",
  "method": "ωB97M-V with the def2-TZVPD basis set",
  "e_tot_ha": -382.37150,
  "e_lumo_ev": 0.8,
  "homo_ha": -0.3266,
  "smiles": "C[C@H](C=O)NCCN",
  "e_above_lowest_kcal_mol": 82.2,
  "species": ["C", "C", "C", "O", "N", "C", "C", "N", "H", "H", "H", "H", "H", "H", "H", "H", "H", "H", "H", "H"],
  "xyz": [[1.0935, -2.1615, 1.4505], [0.3189, -1.3108, 0.4653], [0.7852, -1.4289, -1.0532], [0.9810, -0.5456, -1.8729], [0.3970, 0.0343, 0.9837], [-0.8083, 0.7808, 0.7011], [-1.0650, 1.4052, -0.6472], [-1.3877, 2.9372, -0.4289], [0.7796, -1.9973, 2.4796], [0.8937, -3.1629, 1.3871], [2.2116, -1.7968, 1.5010], [-0.8405, -1.5096, 0.3185], [1.0333, -2.4528, -1.3078], [1.1798, 0.6290, 0.7859], [-0.8455, 1.5555, 1.4530], [-1.6150, 0.2188, 1.1941], [-1.8894, 0.9292, -1.1267], [-0.1841, 1.4276, -1.1892], [-1.1254, 2.9913, 0.5480], [-2.4570, 3.0235, -0.4432]]
}



What did the third record say?
{
  "formula": "C2H7N3S",
  "method": "ωB97M-V with the def2-TZVPD basis set",
  "e_tot_ha": -642.56040,
  "e_lumo_ev": 0.1,
  "homo_ha": -0.3279,
  "e_above_lowest_kcal_mol": 183.4,
  "species": ["C", "C", "H", "H", "H", "H", "H", "H", "H", "N", "N", "N", "S"],
  "xyz": [[0.3762, 1.2893, 0.7551], [0.6965, -0.9656, 0.2536], [-0.3597, 2.2226, 1.5413], [0.8244, 1.9973, -0.2869], [1.6372, 0.8940, 1.4775], [0.4117, 0.3524, -1.6756], [-1.1282, -0.0716, -1.6747], [1.6780, -0.9239, 0.6099], [-2.2325, -1.1016, -0.0201], [-0.2108, 0.2493, 0.3330], [-0.3757, 0.7249, -1.1670], [0.1624, -2.1982, -0.0099], [-1.4794, -2.4689, -0.1362]]
}